Here is a molecular structure, C29H33CoN8O10 from OMol25. Energies are from the ωB97M-V functional and the def2-TZVPD basis.

- ⟨S²⟩: 0.756
- LUMO energy (alpha / beta): -3.19 / -3.16 eV

ORCA input file:
```
! RIJCOSX wB97M-V def2-TZVPD def2/J DEFGRID3
* xyz 1 2
Co -0.17904 0.32717 0.21053
O -1.30930 0.70752 -3.70119
O -3.52995 -0.76499 2.01826
O -1.07467 -1.70276 -0.22684
O 1.29256 0.61118 -1.15700
O -7.14658 -0.34480 -2.86464
O -1.75294 0.29722 1.51014
O -1.40058 1.05345 -1.02608
O -3.02102 1.81935 -4.39450
O 0.50415 2.07096 1.19620
O -7.34154 -0.75604 -0.75562
N 0.50160 -3.29840 -0.27529
N 1.07201 -0.66515 1.44319
N -0.50887 4.14258 0.97686
N -6.71235 -0.39950 -1.73194
N 3.48214 1.08248 -1.38637
N -2.86262 -0.17870 1.20585
N -2.45430 1.09514 -3.59819
N -0.35455 5.38269 1.57283
C -0.78333 -2.89800 -0.24651
C -1.12192 4.12424 -1.37342
C 2.10160 -0.73553 3.59797
C -4.71967 -0.29244 -0.31070
C 0.61925 5.29047 2.49688
C 0.37457 3.26130 1.53582
C -5.29270 -0.09454 -1.54345
C -2.09330 4.04798 -2.36163
C -1.12325 6.53254 1.14942
C -3.22370 0.65582 -2.42839
C -1.48558 3.94999 -0.04787
C -1.83210 -3.97227 -0.22593
C -3.41699 3.81396 -2.01427
C 2.76488 -2.27130 1.90619
C -2.79991 3.67751 0.30591
C 3.63576 1.40029 0.02761
C 1.58018 -2.32409 -0.30070
C 2.28232 0.74991 -1.88515
C -2.56709 0.58728 -1.15957
C 4.66370 1.26468 -2.21646
C 1.04298 6.46428 3.31111
C -3.38667 0.03595 -0.12262
C 2.14279 0.54438 -3.37004
C -4.54455 0.36924 -2.62146
C -3.77043 3.62412 -0.68358
C 1.19814 -0.20793 2.69357
C 1.82269 -1.71066 1.05816
C 1.09745 4.00322 2.50962
C 2.91591 -1.77629 3.19065
H 0.23208 6.81686 3.94987
H 1.32430 -1.55614 -1.02508
H 1.36137 7.29240 2.67734
H 4.21861 0.62524 0.53182
H -1.82009 4.18207 -3.40003
H 4.64934 0.60376 -3.07779
H 4.75287 2.29723 -2.56198
H 2.48217 -2.83233 -0.63710
H 3.36795 -3.09873 1.55645
H 2.72605 -0.31698 -3.70095
H -5.30859 -0.67867 0.50749
H -1.70541 -4.65272 -1.06789
H 1.87682 6.18068 3.94772
H 2.49519 1.41420 -3.92467
H 4.16535 2.34934 0.12466
H 0.71321 -4.27897 -0.20577
H -2.81408 -3.51154 -0.27428
H 1.09257 0.37609 -3.58882
H -4.99661 0.49275 -3.59542
H 2.16061 -0.32819 4.59688
H -1.02015 7.29889 1.91171
H -4.17639 3.77432 -2.78545
H -4.80412 3.44184 -0.41671
H 2.65881 1.49249 0.49286
H -0.76825 6.92181 0.19426
H 1.87583 3.60954 3.13898
H 0.55309 0.61697 2.95435
H -3.05586 3.54480 1.35026
H 5.54338 1.02500 -1.62168
H -0.08768 4.32547 -1.62202
H 3.64699 -2.20584 3.86262
H -2.17498 6.27038 1.05850
H -1.75584 -4.55098 0.69560
*
```

***

Here is a molecular structure, C29H33FN5O3RhSSi from OMol25. Energies are from the ωB97M-V functional and the def2-TZVPD basis.

- LUMO energy: -5.18 eV

ORCA input file:
```
! RIJCOSX wB97M-V def2-TZVPD def2/J DEFGRID3
* xyz 2 1
Rh -0.81555 -0.27724 -0.10047
S -2.07796 1.35253 -1.07765
Si -0.40272 -1.04263 -2.22943
F 1.12239 -5.78907 3.65840
O 0.90880 0.67542 -0.20240
O 1.66902 2.20982 1.19650
O 0.13194 -1.64663 1.18452
N 3.27884 -0.72610 3.62965
N -1.63921 3.09398 -2.97310
N 3.27999 -5.24229 5.39202
N -0.05198 3.12926 -1.31560
N 3.98648 -7.25809 7.25082
C 1.37260 -4.70585 -1.60930
C 4.39451 -7.34871 5.80195
C 2.82753 -5.13822 6.77039
C -1.13766 2.60685 -1.84683
C 3.09477 -3.06854 -1.25307
C 3.81659 -5.82706 7.69058
C 2.19677 -2.05706 -1.54361
C 1.41524 1.04743 0.95105
C 5.74810 -0.79808 3.91436
C 4.41668 -0.34684 4.48597
C 2.75593 -2.01568 3.63725
C 1.77464 -0.06469 1.87801
C 3.35839 -6.62862 4.96252
C 1.67215 -4.55941 3.62567
C 0.04668 0.15526 -3.57214
C 0.47508 -3.68691 -1.90025
C 1.16804 0.98853 -3.50419
C 2.73859 -4.27943 4.49770
C 0.66307 1.89854 -5.66993
C -0.75619 0.21405 -4.71477
C 2.78483 0.17651 2.77523
C 1.14016 -1.32963 1.86790
C -0.44989 1.07550 -5.75837
C 1.47296 1.85359 -4.54234
C 0.87160 -2.34819 -1.87684
C 3.27082 -3.00535 4.48896
C 2.68342 -4.39599 -1.28499
C 1.16715 -3.62410 2.77281
C 1.70194 -2.33063 2.76945
H 0.34569 -3.86514 2.11362
H -1.62683 -0.42522 -4.79648
H 4.11222 -2.80626 5.13462
H 3.66833 -6.67909 3.91891
H 4.23747 -0.74583 5.48446
H 5.37432 -6.88001 5.72560
H -1.07198 1.09775 -6.64245
H -2.41087 2.61674 -3.41035
H 4.80266 -5.36871 7.62428
H 2.53455 -1.02788 -1.50398
H 1.80659 0.96873 -2.62986
H 4.38179 0.73718 4.57742
H -1.20082 3.85147 -3.47326
H 1.82499 -5.57763 6.90363
H 1.04980 -5.73749 -1.64786
H 2.76298 -4.09183 7.06525
H 5.92579 -0.33634 2.94376
H 0.35424 2.74490 -0.46531
H 6.55322 -0.49840 4.58290
H 3.09827 -7.75612 7.37762
H 0.48018 3.82776 -1.81165
H 5.79378 -1.87856 3.78566
H 3.39034 -5.18675 -1.07194
H 0.90950 2.56341 -6.48634
H 4.67237 -7.73081 7.84406
H -1.70574 -1.68551 -2.53711
H 4.46614 -8.40473 5.54706
H 4.12224 -2.82679 -1.01530
H 2.39659 -7.15340 5.04353
H -0.54552 -3.94498 -2.15653
H 3.48058 -5.83517 8.72586
H 3.22877 1.16312 2.81226
H 2.35166 2.48160 -4.48471
*
```

***

Calculated relative energy (zero: lowest compared OMol25 entry of this formula, charge and spin), 9.1; 1.7 kcal/mol (same order as the records).